Record 1
Below is a 2-piece molecular cluster, C2H8N2O2 overall, with properties calculated with the ωB97M-V functional and the def2-TZVPD basis.

- SMILES string = NCNC=O.O
- LUMO level (Eh) = 0.019
- highest occupied orbital energy (eV) = -9.6
- HOMO-LUMO gap (eV) = 10.133
- energy above the lowest of the compared OMol25 structures with the same formula, charge and spin (eV) = 2.180
- electronic energy (a.u.) = -340.95031
- total charge = 0

CARTESIAN COORDINATES (ANGSTROEM)
O1 -0.20420 -1.90368 -1.36451
C1 -1.05762 -1.10556 -1.39737
N1 -1.54758 -0.20694 -0.35152
C2 -1.07379 -0.34439 1.02268
N2 -1.04174 1.02356 1.71971
H1 -1.47653 -0.87800 -2.36961
H2 -1.76590 0.67632 -0.83378
H3 -0.03700 -0.69800 0.95369
H4 -1.71617 -1.14216 1.34872
H5 -0.60142 1.65790 1.10824
H6 -2.03122 1.18338 2.07184
H7 3.82862 -0.16180 -0.71348
H8 4.18578 1.37654 -0.78913
O2 4.53878 0.52282 -0.40547

Record 2
Below is an isolated ion of composition C5H8N and charge +1, with properties calculated with the ωB97M-V functional and the def2-TZVPD basis.

- LUMO level (spin up / spin down) (Eh) = -0.221 / -0.199
- highest occupied orbital energy (spin up / spin down) (eV) = -12.6 / -14.6
- HOMO-LUMO gap (spin up / spin down) (eV) = 6.603 / 9.235
- energy above the lowest of the compared OMol25 structures with the same formula, charge and spin (eV) = 6.215
- electronic energy (a.u.) = -249.59673
- total charge = +1

CARTESIAN COORDINATES (ANGSTROEM)
C1 -1.03681 1.78400 -1.75798
C2 -0.37347 1.42763 -0.70645
C3 0.03188 0.12590 -0.47280
C4 0.09646 -0.40407 0.84912
C5 -0.26748 -1.72411 1.41141
N1 1.11063 -1.54259 1.20563
H1 -1.43591 2.83854 -1.72239
H2 -1.35341 1.11443 -2.55435
H3 -0.04864 2.14027 0.06262
H4 -0.03529 -0.36791 -1.42327
H5 0.50935 0.31565 1.55695
H6 -0.63832 -2.63292 0.88656
H7 1.83795 -1.88187 0.60515
H8 1.60306 -1.19296 2.05979

Record 3
Below is C41H56BCl2N13O2PbS3 as an isolated structure, with properties calculated with the ωB97M-V functional and the def2-TZVPD basis.

- LUMO level (Eh) = -0.036
- highest occupied orbital energy (eV) = -6.2
- HOMO-LUMO gap (eV) = 5.251
- energy above the lowest of the compared OMol25 structures with the same formula, charge and spin (eV) = 0.000
- electronic energy (a.u.) = -4790.90438
- total charge = 0

CARTESIAN COORDINATES (ANGSTROEM)
Pb1 -1.16621 0.12244 -1.90451
C1 -3.65541 0.81804 2.59669
C2 -2.27831 0.27324 2.46679
C3 -1.78281 -0.70746 3.28049
C4 -0.48271 -1.21666 3.03719
N1 0.22009 -0.78966 2.03359
N2 -0.23101 0.17534 1.23879
B1 0.72319 0.59384 0.19129
N3 1.09109 2.03004 0.26359
N4 1.12369 2.47554 1.50999
C5 1.44109 3.70494 1.77119
C6 1.75569 4.61114 0.72509
C7 1.71749 4.17154 -0.56721
C8 1.98629 5.06984 -1.72301
C9 1.36429 2.80674 -0.82261
S1 1.20339 2.13364 -2.33971
C10 1.47179 4.01794 3.25159
C11 2.59259 3.16594 3.86609
C12 1.72729 5.49764 3.52229
C13 0.12479 3.60034 3.85759
N5 1.82769 -0.33896 -0.10591
N6 3.02939 0.14284 0.20819
C14 4.09149 -0.59726 0.11739
C15 4.01269 -1.92876 -0.36571
C16 2.79109 -2.44756 -0.69031
C17 2.61989 -3.82566 -1.22901
C18 1.63719 -1.61666 -0.55321
S2 0.10899 -2.17636 -0.94541
C19 5.35419 0.03644 0.66209
C20 5.24339 -0.02736 2.19349
C21 6.61749 -0.69346 0.21259
C22 5.43489 1.49594 0.20389
C23 -1.45431 0.76574 1.41279
S3 -1.95311 1.98224 0.38249
C24 0.23489 -2.22446 3.91219
C25 -0.70541 -2.88176 4.91989
C26 0.85439 -3.29356 3.00599
C27 1.35539 -1.46696 4.64089
H1 -4.19511 0.33354 3.40559
H2 -4.17561 0.65844 1.65299
H3 -3.62621 1.89404 2.76269
H4 -2.39341 -1.10586 4.07309
H5 1.99919 5.63994 0.94069
H6 2.18769 6.08394 -1.38691
H7 1.12299 5.06704 -2.38691
H8 2.83209 4.70034 -2.30101
H9 3.55859 3.44754 3.45009
H10 2.41439 2.11594 3.64679
H11 2.62589 3.30054 4.94499
H12 2.69989 5.79994 3.14049
H13 1.71139 5.68344 4.59339
H14 0.95499 6.10774 3.05989
H15 -0.07501 2.55554 3.63449
H16 -0.68141 4.19934 3.43969
H17 0.13409 3.73444 4.93709
H18 4.90189 -2.52566 -0.48651
H19 3.57069 -4.35156 -1.27461
H20 2.18249 -3.76286 -2.22611
H21 1.91969 -4.38366 -0.60991
H22 5.15619 -1.05986 2.52609
H23 4.36689 0.52034 2.52959
H24 6.12779 0.40664 2.65279
H25 6.68559 -1.67916 0.66369
H26 7.48939 -0.12426 0.52509
H27 6.64659 -0.79306 -0.86961
H28 4.54229 2.03844 0.49979
H29 5.52249 1.54674 -0.87951
H30 6.30519 1.97794 0.64429
H31 -1.53421 -3.36346 4.40519
H32 -1.09481 -2.15476 5.62889
H33 -0.17041 -3.64366 5.48109
H34 0.07539 -3.84096 2.48019
H35 1.43939 -3.99626 3.59399
H36 1.49979 -2.82176 2.27039
H37 0.94679 -0.68896 5.28289
H38 2.01849 -1.00726 3.91229
H39 1.93329 -2.15206 5.25619
C28 0.81659 0.02284 -5.96451
C29 -0.06791 -0.53056 -4.86481
O1 0.33429 -0.33516 -3.68821
C30 -1.22141 -1.21916 -5.24211
C31 -2.16201 -1.85066 -4.41071
C32 -3.15671 -2.76876 -5.07001
N7 -2.19871 -1.68466 -3.10481
N8 -3.03361 -2.43406 -2.36761
C33 -3.19991 -2.13006 -1.10321
O2 -2.84761 -1.03916 -0.55391
C34 -3.90841 -3.13196 -0.26581
C35 -4.93501 -3.92986 -0.75991
C36 -5.60571 -4.80136 0.07839
C37 -5.24211 -4.91086 1.40949
C38 -4.19071 -4.15376 1.89849
C39 -3.54041 -3.25506 1.07299
H40 1.69539 -0.61086 -6.08231
H41 1.15469 1.01194 -5.65601
H42 0.28899 0.08014 -6.91101
H43 -1.36741 -1.34926 -6.30501
H44 -3.37841 -2.43106 -6.08021
H45 -4.06541 -2.81886 -4.47691
H46 -2.73771 -3.77336 -5.12851
H47 -5.20251 -3.86276 -1.80311
H48 -6.42261 -5.39296 -0.30721
H49 -5.77411 -5.59026 2.05889
H50 -3.88231 -4.26806 2.92959
H51 -2.72901 -2.65016 1.45289
N9 -1.86321 3.93764 -6.24521
N10 -2.21351 2.89664 -5.45051
N11 -3.11151 2.00924 -5.80291
C40 -3.07911 1.17524 -4.77521
N12 -2.20451 1.57514 -3.85421
N13 -1.66391 2.67004 -4.29601
H52 -2.67231 4.35054 -6.69511
H53 -1.29741 4.60194 -5.72911
H54 -3.69171 0.30674 -4.68081
Cl1 -4.95301 1.08434 -1.89851
C41 -5.90901 -0.39696 -2.09781
Cl2 -6.23261 -0.72066 -3.80301
H55 -6.86171 -0.26306 -1.58411
H56 -5.33861 -1.23456 -1.69291

Record 4
Below is C25H34NO2PbSi as an isolated structure, with properties calculated with the ωB97M-V functional and the def2-TZVPD basis.

- LUMO level (spin up / spin down) (Eh) = -0.243 / -0.246
- highest occupied orbital energy (spin up / spin down) (eV) = -10.4 / -10.1
- HOMO-LUMO gap (spin up / spin down) (eV) = 3.797 / 3.385
- electronic energy (a.u.) = -1660.29141
- total charge = +1

CARTESIAN COORDINATES (ANGSTROEM)
C1 2.44232 0.18565 2.04809
C2 2.66432 -0.42252 0.78855
C3 2.47115 0.55140 -0.20019
H1 2.93031 -1.46465 0.62043
C4 2.07893 1.75522 0.40657
C5 2.03394 1.52524 1.81639
H2 1.88916 2.69405 -0.09474
C6 -1.52383 -2.07736 2.05575
C7 -0.35293 -2.57538 1.44889
C8 -0.49329 -2.45017 0.05061
H3 0.52763 -2.92849 1.96825
C9 -1.70120 -1.74593 -0.21824
C10 -2.32706 -1.46203 1.05315
H4 2.66970 0.42042 -1.25106
H5 1.78495 2.24674 2.58709
H6 2.62267 -0.23412 3.02775
H7 -3.25016 -0.90584 1.18490
H8 0.13764 -2.92255 -0.70364
H9 -1.77911 -2.19870 3.09954
Pb1 -0.65269 0.85935 1.03856
C11 -2.38761 -1.52796 -1.54721
C12 -3.80515 -2.12640 -1.38649
C13 -1.64000 -2.24140 -2.68261
H10 -3.72845 -3.13303 -0.94903
H11 -4.33624 -2.21050 -2.34560
H12 -4.41230 -1.51183 -0.70627
H13 -1.64718 -3.32667 -2.51808
H14 -0.60074 -1.89102 -2.73142
H15 -2.12184 -2.03211 -3.65111
C14 -2.54819 0.00212 -1.95242
C15 -1.29039 0.71622 -2.40084
H16 -2.90263 0.55877 -1.06102
H17 -3.31719 0.07921 -2.75526
O1 -0.25116 0.64738 -1.69956
N1 -1.28644 1.53406 -3.49532
C16 -0.25702 2.57106 -3.61571
H18 -2.03185 1.48410 -4.19599
C17 1.10802 1.99272 -3.86725
C18 2.23202 2.62800 -3.32768
H19 2.08967 3.51070 -2.69448
C19 3.50740 2.13578 -3.60609
H20 4.37848 2.65800 -3.20695
C20 3.66686 1.00094 -4.41040
H21 4.67030 0.63911 -4.64422
C21 2.53736 0.34961 -4.92139
H22 2.64922 -0.53369 -5.54891
C22 1.25675 0.84430 -4.64949
H23 0.36851 0.34472 -5.05240
H24 -0.26917 3.11996 -2.67050
H25 -0.52261 3.28488 -4.41172
C23 0.39528 -1.62618 5.14192
Si1 -0.11415 0.14539 4.69956
C24 -1.85747 0.59784 5.31493
C25 1.27792 1.28457 5.33248
O2 -0.45343 0.46659 3.14819
H26 0.42619 -1.74617 6.23380
H27 1.39475 -1.89672 4.78256
H28 -0.30844 -2.37751 4.77117
H29 -2.08323 0.65328 6.38603
H30 -2.09865 1.56987 4.87880
H31 -2.55538 -0.11557 4.87150
H32 2.27668 0.99832 4.98185
H33 1.08027 2.31106 5.00716
H34 1.33875 1.31786 6.42881